w:
76
Properties=species:S:1:pos:R:3 method="wB97M-V/def2-TZVPD" spin_multiplicity=1 homo_lumo_gap_ha=0.257 homo_ev=-8.3
Zr -0.3740 -0.2096 0.6163
N -1.8783 2.8532 1.3130
C -0.8907 2.9570 0.3231
N -0.4708 4.0515 -0.2291
N 0.4933 3.6246 -1.1142
N 0.6201 2.3563 -1.0774
N -0.2614 1.8576 -0.1391
C -1.8015 1.6234 1.9787
N -0.7669 1.2530 2.7579
N -0.9362 -0.0504 2.9637
N -2.0369 -0.4618 2.3096
N -2.5918 0.5874 1.6859
H -1.9712 3.6755 1.8922
S -0.1579 -2.6901 1.0502
C 0.9306 -3.3159 -0.1878
C 1.3296 -4.6475 -0.1038
C 2.1867 -5.2039 -1.0383
C 2.5732 -6.5946 -0.9106
N 2.8689 -7.6979 -0.7839
C 2.6577 -4.4130 -2.0902
C 2.2610 -3.0900 -2.1794
C 1.3956 -2.5251 -1.2430
S 0.9423 -0.8380 -1.4634
C 3.5608 -4.9523 -3.0882
N 4.2846 -5.3682 -3.8779
H 0.9654 -5.2606 0.7115
H 2.6327 -2.4804 -2.9931
C -3.5501 -1.7593 -2.0610
C -3.5730 -0.3095 -2.5449
C -2.3286 0.2842 -1.9113
O -2.0618 -0.5574 -0.7289
C -3.0832 -1.6060 -0.6378
H -2.8249 -2.3455 -2.6282
H -4.5212 -2.2494 -2.1158
H -4.4663 0.1946 -2.1732
H -3.5459 -0.2117 -3.6289
H -2.4540 1.3073 -1.5735
H -1.4477 0.2081 -2.5402
H -3.8636 -1.2380 0.0262
H -2.6046 -2.4734 -0.2045
Cl 8.1347 7.6982 1.4493
C 6.9843 6.4277 1.7382
C 7.0105 5.7399 2.9394
C 6.0805 4.7371 3.1573
C 5.1328 4.4065 2.1962
C 4.1337 3.3087 2.4504
C 4.6361 1.9816 1.9175
N 3.5711 0.9804 1.9808
C 3.2792 0.1346 3.0375
C 2.1098 -0.4641 2.7269
N 1.6593 0.0276 1.5049
C 2.5722 0.8961 1.1016
O 3.8525 3.1481 3.8250
C 2.5468 3.6099 4.2136
C 2.1727 4.9207 3.5909
C 2.6803 6.1350 3.9338
Cl 3.7702 6.4639 5.2162
S 2.1477 7.3918 2.9102
C 1.1959 6.3109 1.9918
C 1.3079 5.0389 2.4564
C 5.1463 5.1126 0.9974
Cl 4.0123 4.7164 -0.2650
C 6.0586 6.1256 0.7569
H 7.7413 5.9973 3.6942
H 6.0620 4.2126 4.1055
H 3.2248 3.5382 1.8963
H 5.4882 1.6259 2.4948
H 4.9361 2.0926 0.8762
H 3.9319 0.0382 3.8881
H 1.5517 -1.2011 3.2715
H 2.5423 1.4461 0.1727
H 2.5716 3.6827 5.2979
H 1.8119 2.8505 3.9312
H 0.6472 6.6589 1.1280
H 0.8234 4.1788 2.0093
H 6.0484 6.6635 -0.1809



x:
76
Properties=species:S:1:pos:R:3 method="wB97M-V/def2-TZVPD" spin_multiplicity=1 homo_lumo_gap_ha=0.283 homo_ev=-8.7
Zr 0.3955 1.4423 -1.7838
N -0.9095 4.2757 0.0397
C -0.9479 3.0044 0.5282
N -0.8087 2.6281 1.7906
N -0.8514 1.2887 1.7530
N -1.0284 0.8576 0.5493
N -1.1381 1.9446 -0.2732
C -0.5817 4.5069 -1.2822
N -0.5591 5.6959 -1.8255
N -0.2059 5.4769 -3.1148
N 0.0012 4.2402 -3.3313
N -0.2412 3.5476 -2.1723
H -0.7561 5.0314 0.6895
S 1.9112 1.5389 -3.7372
C 2.8011 2.9154 -3.0664
C 3.3176 3.8452 -3.9667
C 4.0034 4.9638 -3.5277
C 4.5396 5.8839 -4.4909
N 4.9592 6.6157 -5.2701
C 4.1630 5.1823 -2.1511
C 3.6381 4.2729 -1.2493
C 2.9690 3.1294 -1.6855
S 2.3805 2.0108 -0.4343
C 4.8712 6.3314 -1.6611
N 5.4515 7.2374 -1.2594
H 3.1678 3.6941 -5.0262
H 3.7561 4.4471 -0.1888
C -3.4517 0.7135 -2.5464
C -3.0212 1.8201 -3.5396
C -1.7299 1.3051 -4.1483
O -1.1527 0.4703 -3.0916
C -2.2731 -0.2582 -2.5047
H -4.3537 0.1977 -2.8704
H -3.6354 1.1329 -1.5600
H -2.8322 2.7552 -3.0153
H -3.7670 2.0075 -4.3093
H -0.9988 2.0699 -4.4017
H -1.8962 0.6496 -5.0044
H -1.9757 -0.5656 -1.5043
H -2.4336 -1.1385 -3.1280
Cl 0.6362 -6.3725 7.0469
C 0.5223 -5.4671 5.5734
C -0.2027 -5.9777 4.5093
C -0.2954 -5.2358 3.3441
C 0.3187 -3.9955 3.2240
C 0.1742 -3.1912 1.9525
C 1.3457 -3.4457 1.0090
N 1.2124 -2.6001 -0.1760
C 1.0237 -3.0056 -1.4778
C 0.7665 -1.8823 -2.1939
N 0.7963 -0.7968 -1.3414
C 1.0757 -1.2722 -0.1418
O -1.0067 -3.4994 1.2452
C -2.1033 -2.6297 1.5610
C -2.4697 -2.6593 3.0127
C -3.1584 -3.6720 3.6106
Cl -3.8255 -5.0471 2.8279
S -3.2484 -3.5058 5.3092
C -2.4508 -1.9917 5.2369
C -2.0702 -1.6785 3.9709
C 1.0496 -3.5245 4.3068
Cl 1.8540 -1.9826 4.2113
C 1.1572 -4.2408 5.4873
H -0.6959 -6.9351 4.6001
H -0.8858 -5.6039 2.5153
H 0.1799 -2.1295 2.2192
H 1.3535 -4.4833 0.6804
H 2.2891 -3.2316 1.5138
H 1.0767 -4.0410 -1.7622
H 0.5669 -1.7728 -3.2451
H 1.1463 -0.6876 0.7617
H -2.9255 -2.9836 0.9413
H -1.8488 -1.6031 1.2701
H -2.3018 -1.4150 6.1354
H -1.5530 -0.7608 3.7126
H 1.7202 -3.8468 6.3209



x takes first place; second place is 38.0 kJ/mol up.



w:
15
Properties=species:S:1:pos:R:3 method="wB97M-V/def2-TZVPD" spin_multiplicity=1 homo_lumo_gap_ha=0.318 homo_ev=-8.4 smiles="S=C1C[C@H]2C[C@@H]1C2"
S 2.9872 -0.1619 -0.0030
C 1.3779 -0.0588 -0.0729
C 0.5607 1.2509 -0.0490
C -0.8294 0.6697 0.0483
C -0.7107 -0.4826 -1.0392
C 0.2888 -1.0890 -0.0489
C -0.6219 -0.4500 1.0532
H 0.9155 1.8380 0.8319
H 0.8159 1.8432 -0.9470
H -1.7584 1.2849 0.0655
H -0.3290 -0.2529 -2.0284
H -1.6697 -1.0387 -1.1352
H 0.5960 -2.1072 0.0530
H -1.5154 -1.0296 1.2962
H -0.1074 -0.2159 1.9756



x:
15
Properties=species:S:1:pos:R:3 method="wB97M-V/def2-TZVPD" spin_multiplicity=1 homo_lumo_gap_ha=0.339 homo_ev=-8.3 smiles="C=C=CCSC=C"
C 1.0533 -0.4190 -2.9248
C 0.1092 -0.0038 -2.1348
C -0.7486 0.5284 -1.3336
C -0.1196 1.3957 -0.2844
S -0.8304 1.2575 1.4578
C -1.2650 -0.3978 1.8331
C -1.0065 -1.5687 1.2872
H 1.6210 -1.2721 -2.7316
H 1.0043 0.1090 -3.8542
H -1.8394 0.2677 -1.2247
H 0.9682 1.2044 -0.2729
H -0.0930 2.4914 -0.1383
H -1.8519 -0.3874 2.8644
H -1.7067 -2.3910 1.5780
H -0.3497 -1.7707 0.4079



w takes first place; second place is 212.0 kJ/mol up.



w:
11
Properties=species:S:1:pos:R:3 method="wB97M-V/def2-TZVPD" spin_multiplicity=1 homo_lumo_gap_ha=0.426 homo_ev=-10.7 smiles=FC[C@@H](Cl)CCl
F 1.1273 -2.0979 -0.5251
C 0.8501 -1.0989 0.3182
C -0.2848 -0.1661 -0.4073
Cl -1.7730 -1.1262 -0.3721
C -0.4508 1.2205 0.1814
Cl -0.9721 2.3860 -0.9890
H 0.3962 -1.4844 1.1511
H 1.6729 -0.4541 0.4669
H 0.0266 -0.0710 -1.4152
H 0.4166 1.5838 0.5286
H -1.0090 1.3083 1.0627



x:
11
Properties=species:S:1:pos:R:3 method="wB97M-V/def2-TZVPD" spin_multiplicity=1 homo_lumo_gap_ha=0.436 homo_ev=-11.0 smiles=C[C@@](F)(Cl)CCl
C -0.4243 1.5472 -0.7370
C -0.4198 0.2938 0.0767
F -0.4199 0.6689 1.3687
Cl -1.9819 -0.6741 -0.2070
C 0.6252 -0.8211 -0.0619
Cl 2.2961 -0.2138 -0.1102
H -0.1772 1.5511 -1.8035
H 0.2731 2.2062 -0.2214
H -1.3309 2.1992 -0.6097
H 0.5212 -1.5494 -0.7994
H 0.4644 -1.4521 0.8416



x takes first place; second place is 56.7 kJ/mol up.



w:
28
Properties=species:S:1:pos:R:3 method="wB97M-V/def2-TZVPD" spin_multiplicity=1 homo_lumo_gap_ha=0.311 homo_ev=-8.2 smiles="C=C/C=C(/C)CCC.O.O"
C 0.9026 -1.5891 1.9824
C 1.1411 -1.3809 0.7036
C 2.0416 -0.2809 0.4371
C 1.5203 0.7790 -0.2742
C 2.1579 2.0417 -0.8397
C 0.0417 0.7400 -0.7196
C -0.6713 1.7208 0.3347
C -0.7931 1.1973 1.7432
H 1.2903 -0.9265 2.8036
H 0.1021 -2.3285 2.1526
H 0.6548 -1.8932 -0.1246
H 3.0963 -0.2318 0.6431
H 2.9454 1.5234 -1.3648
H 2.4665 2.7646 -0.1352
H 1.5384 2.5438 -1.5260
H 0.0424 1.3921 -1.6338
H -0.3573 -0.3176 -0.9018
H -1.7458 1.5196 -0.0630
H -0.3265 2.7252 0.0538
H -0.7949 0.1098 1.9332
H 0.0604 1.7167 2.1718
H -1.8475 1.4640 1.9893
O -2.8021 -1.9158 0.1721
H -2.2803 -1.1368 0.0857
H -2.8380 -2.2723 -0.7048
O -1.7846 -1.0946 -2.5614
H -1.2241 -1.5642 -3.2839
H -2.1335 -0.3717 -3.1862



x:
28
Properties=species:S:1:pos:R:3 method="wB97M-V/def2-TZVPD" spin_multiplicity=1 homo_lumo_gap_ha=0.275 homo_ev=-6.7
C 1.5247 -0.1091 0.4380
C -3.0344 -0.0974 0.1420
C -0.4598 0.3933 -0.3271
C -1.0177 -0.7272 0.2935
C 1.5390 0.4855 1.8264
C 1.8543 -1.5843 0.4441
C 2.4287 0.6515 -0.5040
C -0.4734 0.5054 -1.8243
O -3.2262 0.9964 0.9533
O -3.5600 0.1439 -1.1354
H -3.2775 -0.5645 -1.7235
H -3.3383 1.7887 0.4141
H -3.5128 -0.9726 0.6077
H -0.6244 1.3370 0.1898
H -0.9661 -0.7994 1.3724
H -0.9991 -1.6665 -0.2507
H 2.5406 0.4324 2.2800
H 0.8613 -0.0374 2.5041
H 1.2628 1.5420 1.8089
H 1.7334 -2.0256 -0.5473
H 2.8953 -1.7601 0.7571
H 1.2417 -2.1407 1.1559
H 3.4764 0.6228 -0.1658
H 2.4218 0.2216 -1.5076
H 2.1466 1.7041 -0.5723
H -1.4173 0.9433 -2.1556
H -0.3276 -0.4641 -2.3016
H 0.3080 1.1811 -2.1721



w takes first place; second place is 9.0 kJ/mol up.



w:
14
Properties=species:S:1:pos:R:3 method="wB97M-V/def2-TZVPD" spin_multiplicity=2 total_charge=+1 homo_lumo_gap_ha="0.357 / 0.156" homo_ev="-14.1 / -14.1"
C 1.3725 0.8054 1.9296
N 1.3044 -0.0727 0.8824
C 0.6234 -1.3966 0.8674
O 0.6144 0.8966 2.8506
H 2.2352 1.5068 1.8117
H 1.9524 0.0459 0.1491
H 0.8906 -1.9376 1.7962
H 1.0042 -1.9299 -0.0104
H -0.4793 -1.2961 0.7406
O -0.7163 1.7368 -2.1449
C -1.5222 0.8525 -2.3372
O -2.7018 0.7971 -1.6466
H -1.3665 0.0042 -3.0313
H -3.2109 -0.0125 -1.8571



x:
14
Properties=species:S:1:pos:R:3 method="wB97M-V/def2-TZVPD" spin_multiplicity=2 total_charge=+1 homo_lumo_gap_ha="0.366 / 0.187" homo_ev="-14.8 / -14.8"
C 0.2247 0.8697 -2.0545
N 0.0057 0.3063 -0.8615
C -0.1229 -1.1733 -0.8298
C -0.2362 -1.7391 0.6251
O 0.0249 -1.0559 1.6365
O 0.2565 0.3020 -3.1704
H 0.6817 1.7875 -1.8141
H 0.0443 0.7022 0.1095
H 0.8800 -1.5919 -1.2188
H -0.9152 -1.4914 -1.5134
H -0.5329 -2.8296 0.8129
H -0.6993 2.4011 2.8760
H 0.5827 1.8258 2.9727
O -0.1939 1.6866 2.4298



w takes first place; second place is 79.6 kJ/mol up.



w:
8
Properties=species:S:1:pos:R:3 method="wB97M-V/def2-TZVPD" spin_multiplicity=1 homo_lumo_gap_ha=0.358 homo_ev=-10.4
C 0.3941 -0.8145 0.2703
O 0.3901 1.6742 -0.7922
O -1.6053 0.3446 -1.0182
S -0.4663 0.6670 -0.2779
Br -1.1967 1.4535 1.6534
I 1.7086 -1.3165 -1.3289
H 0.9336 -0.2490 1.0442
H -0.1581 -1.7593 0.4494



x:
8
Properties=species:S:1:pos:R:3 method="wB97M-V/def2-TZVPD" spin_multiplicity=1 homo_lumo_gap_ha="0.162 / 0.161" homo_ev="-8.9 / -8.9"
C 0.0209 -0.7653 0.3290
O -1.0408 1.7412 0.8088
O 1.3023 1.8209 0.0102
S 0.0438 1.1936 0.0363
Br -0.7984 -0.7260 -3.3324
I 0.9743 -0.9250 2.2445
H -0.9837 -1.0476 0.4717
H 0.4815 -1.2919 -0.5681



w takes first place; second place is 293.8 kJ/mol up.



w:
14
Properties=species:S:1:pos:R:3 method="wB97M-V/def2-TZVPD" spin_multiplicity=1 homo_lumo_gap_ha="0.300 / 0.282" homo_ev="-8.6 / -7.4"
C 1.3840 1.6742 -0.5371
C -0.9709 -1.4165 2.6577
C 0.3897 0.8105 -1.4273
P 0.1274 -0.8960 -0.6615
S -1.7114 -0.9847 -1.5361
H 1.8308 0.8440 0.0212
H 2.1922 2.0623 -1.1913
H 1.0364 2.4688 0.1359
H -1.2513 -0.4299 2.9909
H -1.6538 -2.1264 2.2405
H 0.1031 -1.4693 2.5761
H 1.0195 0.6592 -2.3233
H -0.6126 1.1901 -1.5437
H -1.8833 -2.3864 -1.4021



x:
14
Properties=species:S:1:pos:R:3 method="wB97M-V/def2-TZVPD" spin_multiplicity=1 homo_lumo_gap_ha=0.333 homo_ev=-9.2 smiles="C=PCS.C"
C -2.3601 -1.3658 0.9617
P -1.5578 -0.9145 -0.4631
C -1.9705 0.8914 -0.7652
S -0.8115 1.9356 0.2010
H -3.2936 -0.9161 1.3817
H -2.1831 -2.2481 1.4687
H -1.8261 1.2789 -1.7268
H -3.0844 1.0229 -0.7353
H -0.4698 0.9221 1.1378
C 3.4771 -0.1732 -0.3188
H 2.9638 -0.3645 0.5349
H 3.9275 -1.0255 -0.7118
H 2.8535 0.3958 -0.9334
H 4.3349 0.5610 -0.0313



x takes first place; second place is 106.5 kJ/mol up.



w:
59
Properties=species:S:1:pos:R:3 method="wB97M-V/def2-TZVPD" spin_multiplicity=1 total_charge=-1 homo_lumo_gap_ha=0.314 homo_ev=-6.2
C 0.3361 -1.2445 0.8026
O -0.2461 -0.4508 1.7965
C -0.5639 -1.3464 -0.4524
C -0.4374 -2.4743 -1.4533
C 0.9549 -2.9331 -1.8077
O -1.2430 -3.6232 -1.0848
N -0.6937 -0.0486 -1.1820
H 0.5770 -2.1959 1.3678
H 1.3459 -0.9516 0.4746
H -1.5843 -1.5483 0.0033
H -1.0454 -2.1843 -2.3507
H 1.4039 -3.4981 -0.9918
H 0.9800 -3.4622 -2.7731
H 1.5930 -2.0301 -1.9068
H -0.7251 -4.3126 -0.6519
H 0.1760 0.4709 -0.8927
H -1.5282 0.4838 -0.9076
H -3.8843 -0.5364 1.1894
H -3.9501 -0.5593 -0.3889
O -4.2175 -0.0697 0.3909
H -0.9580 -0.4216 -2.9819
H -1.3622 -0.5332 -4.4366
O -0.5651 -0.3781 -3.9096
H 0.4098 -1.2161 3.0865
H 1.1428 -0.7325 4.2507
O 1.1458 -1.5317 3.7032
H 0.5467 2.1647 2.4466
H 0.8419 0.8039 2.2644
O 1.1516 1.5243 2.9126
H 3.1160 -2.7051 -0.1314
H 3.7042 -1.7954 1.0204
O 3.4246 -1.8182 0.0529
H -4.1222 1.6847 0.1365
H -3.4193 2.7889 0.8374
O -3.9377 2.6506 0.0249
H 2.3775 0.2639 -2.1399
H 2.7558 -0.3912 -0.6937
O 2.3931 0.3839 -1.1763
H -2.1717 3.0391 -2.2502
H -3.3381 3.5597 -1.4639
O -2.6553 3.8563 -2.0946
H 2.4782 1.6765 1.8384
H 2.7454 1.3042 0.3014
O 3.1634 1.6081 1.1258
H -1.4887 4.5572 -0.9083
H 0.1218 4.8052 -0.7296
O -0.7446 4.7778 -0.3247
H -0.2182 2.6791 0.6818
H -0.7363 1.2153 1.2519
O -0.7834 2.1959 1.2978
H 2.1829 1.1683 -4.1041
H 1.2170 -0.0821 -3.9855
O 2.1370 0.2411 -3.8655
H -1.7253 -0.8067 2.0486
H -2.2343 -2.1767 2.6556
O -2.5415 -1.4003 2.1884
H 2.6423 -1.4002 3.2335
H 3.6024 -0.5826 2.3808
O 3.4676 -1.5077 2.6351



x:
59
Properties=species:S:1:pos:R:3 method="wB97M-V/def2-TZVPD" spin_multiplicity=1 total_charge=-1 homo_lumo_gap_ha=0.350 homo_ev=-6.9
C -0.4652 1.9610 0.1207
C -1.4976 2.7319 0.9713
C -2.8915 2.1521 0.8370
O -3.0334 0.6847 0.9343
N -0.3456 2.4312 -1.2664
C -1.0843 1.3816 -2.2124
O -0.1178 0.4787 -2.9029
H 0.4638 2.3790 0.6920
H -0.3295 0.8678 0.2188
H -1.2564 2.4964 2.0458
H -1.3226 3.8774 0.7599
H -3.5565 2.5870 1.6628
H -3.1626 2.2576 -0.1820
H 0.6028 2.6446 -1.4946
H -1.6981 1.8114 -2.9150
H -1.7495 0.6049 -1.5788
H 0.7660 0.2259 -2.2991
H 3.5951 0.7845 1.7696
H 3.6463 1.6668 0.6725
O 4.1594 1.5370 1.5574
H 3.2192 -2.6673 -0.5531
H -3.8564 -3.2881 0.8536
O 2.4326 -2.1700 -0.3394
H -3.0539 -3.5246 -0.3994
H -3.0497 0.3094 0.1135
O -3.7724 -3.0997 0.0218
H 0.8167 0.5004 4.1511
H -0.2650 -0.4327 3.7689
O 0.7093 -0.3885 3.7980
H -1.1638 -1.3138 1.5381
H -2.5297 -0.8286 1.8338
O -1.9095 -1.4700 2.0503
H 2.6203 -1.3640 1.2011
H 2.2009 -0.8275 2.7182
O 2.7434 -0.8130 1.9463
H -4.5675 -1.2640 -1.9776
H -3.1811 -1.6254 -1.6047
O -3.7246 -1.1043 -2.2679
H -1.0135 -3.7302 0.0452
H -0.8662 -4.1309 -1.2845
O -1.4283 -4.4396 -0.5441
H 1.8125 -3.5719 0.8204
H 1.4237 -3.0850 2.2170
O 1.4233 -3.7691 1.6053
H 3.8147 0.8674 -0.7692
H 2.6202 1.3085 -1.2765
O 3.3241 1.7502 -0.8558
H 2.6651 -0.8568 -2.5734
H 2.3505 -1.2273 -1.0821
O 2.2098 -0.2819 -1.8823
H 3.1885 2.7179 2.6461
H 1.8368 3.4301 2.3044
O 2.3875 3.2068 3.0675
H -1.2031 -1.3245 -1.8604
H -0.1652 -1.5188 -0.7341
O -0.9420 -1.8351 -1.0253
H 0.7051 1.2670 -4.2690
H 0.5675 2.9271 -4.1897
O 0.8972 2.1060 -4.6031



w takes first place; second place is 424.5 kJ/mol up.



w:
19
Properties=species:S:1:pos:R:3 method="wB97M-V/def2-TZVPD" spin_multiplicity=2 total_charge=+1 homo_lumo_gap_ha="0.382 / 0.231" homo_ev="-14.8 / -14.8"
C 1.0231 -0.0304 2.8217
C 0.8992 0.1487 1.3297
C 0.1437 -0.5990 0.5674
C -0.1006 -0.1954 -0.8479
C 0.9262 -0.0513 -1.7287
C 0.7040 0.7712 -2.9851
H 1.8722 -0.6724 3.2882
H 0.2106 -0.4668 3.2453
H 1.0026 0.9698 3.3064
H 1.5376 1.0262 1.0343
H -0.5742 -1.3386 0.9852
H -1.0707 0.0946 -1.0685
H 1.8976 -0.4233 -1.4028
H 0.5683 0.1222 -3.7415
H -0.0440 1.4274 -3.1431
H 1.5211 1.5144 -3.0822
H -3.1440 -0.5829 1.1271
H -3.5482 -1.2018 -0.1300
O -3.8246 -0.5125 0.4244



x:
19
Properties=species:S:1:pos:R:3 method="wB97M-V/def2-TZVPD" spin_multiplicity=2 total_charge=+1 homo_lumo_gap_ha="0.370 / 0.228" homo_ev="-14.9 / -14.9"
C -0.8304 1.8834 -1.1460
C 0.2855 0.8573 -1.1602
C 0.0292 -0.4537 -0.4098
C 1.0948 -0.8562 0.3556
C -1.4485 -2.3825 -0.7212
C -1.2516 -1.1297 -0.2764
H -0.8444 2.6902 -0.4006
H -1.7859 1.3507 -1.2019
H -0.8475 2.4938 -2.0513
H 1.2889 1.1012 -0.8377
H 0.4987 0.4432 -2.1685
H 1.0749 -1.8461 0.8002
H 1.9285 -0.3075 0.7974
H -2.3738 -2.8527 -0.4152
H -0.5926 -2.9403 -1.0360
H -1.8997 -0.4439 0.3305
H 1.6726 0.3827 2.5505
H 1.8662 1.4524 3.6197
O 2.1353 0.5578 3.3709



x takes first place; second place is 6.4 kJ/mol up.